(1)
ORCA calculation (ωB97M-V/def2-TZVPD) on a cluster of 6 separate species, H12O6 in total in a non-equilibrium geometry.

Last column: Löwdin charge in e.
Geometry (Å):
O1 2.798 1.255 0.054  -0.05
H1 3.009 1.439 1.030  0.10
H2 3.532 0.736 -0.214  0.03
O2 1.183 -1.318 -2.022  -0.12
H3 0.994 -1.106 -1.083  0.00
H4 0.386 -1.780 -2.423  0.06
O3 -0.463 -2.054 1.986  0.02
H5 -1.011 -1.588 1.536  -0.14
H6 -0.134 -1.526 2.716  0.05
O4 -0.911 2.137 -1.531  -0.03
H7 -1.645 1.749 -2.073  0.09
H8 -0.243 2.225 -2.163  0.01
O5 0.259 0.124 0.178  -0.05
H9 1.057 0.685 0.454  0.06
H10 -0.218 0.774 -0.199  -0.07
O6 -2.813 -0.638 0.851  -0.04
H11 -3.337 -1.131 1.475  0.04
H12 -2.441 0.025 1.435  0.04

Values from the calculation:
- HOMO energy: -10.3 eV
- Maximum force: 0.18009 Eh/bohr
- HOMO-LUMO gap: 0.39368 Ha
- SMILES: O.O.O.O.O.O
- E_tot: -12478.91364 eV

---

(2)
ORCA calculation (ωB97M-V/def2-TZVPD) on an isolated molecule of C20H24N2O3S.

Last column: Löwdin charge in e.
Geometry (Å):
C1 -5.640 -0.344 2.132  -0.10
C2 -5.877 -0.709 0.671  -0.21
H1 -5.446 -1.693 0.475  0.11
C3 -5.267 0.279 -0.337  -0.38
N1 -3.828 0.360 -0.186  0.09
C4 -2.969 -0.344 -0.956  -0.45
O1 -3.329 -1.075 -1.858  0.07
C5 -1.526 -0.152 -0.608  -0.12
C6 -0.673 -1.219 -0.744  0.07
C7 0.694 -1.093 -0.432  -0.20
N2 1.482 -2.175 -0.538  0.17
C8 2.749 -2.096 -0.235  -0.22
C9 3.374 -0.889 0.177  -0.15
C10 2.586 0.238 0.246  -0.38
C11 1.198 0.172 -0.014  -0.16
C12 0.302 1.250 0.115  -0.03
C13 -1.026 1.091 -0.169  -0.01
H2 -1.687 1.940 -0.084  0.12
H3 0.664 2.211 0.450  0.08
S1 3.340 1.807 0.685  1.00
C14 3.068 2.743 -0.881  -0.31
C15 2.572 4.111 -0.497  -0.62
O2 1.439 4.383 -0.207  0.09
O3 3.563 5.005 -0.483  0.11
H4 3.241 5.872 -0.188  0.14
H5 4.023 2.812 -1.399  0.09
H6 2.325 2.209 -1.467  0.10
C16 4.846 -0.828 0.465  -0.18
C17 5.473 -2.205 0.655  -0.20
C18 5.028 -3.134 -0.467  -0.20
C19 3.529 -3.373 -0.346  -0.13
H7 3.142 -3.939 -1.195  0.12
H8 3.325 -3.965 0.552  0.13
H9 5.559 -4.085 -0.411  0.11
H10 5.256 -2.677 -1.433  0.12
H11 6.560 -2.108 0.668  0.11
H12 5.162 -2.623 1.614  0.12
H13 5.015 -0.213 1.351  0.09
H14 5.332 -0.320 -0.375  0.13
H15 -1.041 -2.174 -1.084  0.13
H16 -3.480 0.879 0.604  0.13
C20 -5.869 1.677 -0.244  -0.05
H17 -6.949 1.627 -0.350  0.08
H18 -5.471 2.308 -1.035  0.08
H19 -5.634 2.138 0.713  0.07
H20 -5.433 -0.125 -1.343  0.14
H21 -6.950 -0.772 0.481  0.11
H22 -4.576 -0.299 2.355  0.07
H23 -6.085 -1.098 2.776  0.07
H24 -6.091 0.615 2.378  0.06

Values from the calculation:
- HOMO energy: -8.6 eV
- Maximum force: 0.01622 Eh/bohr
- HOMO-LUMO gap: 0.31095 Ha
- SMILES: CC[C@@H](C)NC(=O)c1ccc2c(SCC(=O)O)c3c(nc2c1)CCCC3
- E_tot: -41089.54154 eV

---

(3)
ORCA calculation (ωB97M-V/def2-TZVPD) on the ion C3H8F2P with charge +1 in a non-equilibrium geometry.

Last column: Löwdin charge in e.
Geometry (Å):
C1 -1.636 1.400 -0.399  -0.04
C2 1.880 -1.567 0.111  -0.10
C3 -1.168 0.072 0.426  -0.23
F1 0.649 -0.118 -1.605  -0.09
F2 1.496 1.302 0.808  -0.30
P1 0.558 -0.298 -0.064  1.15
H1 -1.983 2.090 0.293  0.06
H2 -0.786 1.696 -0.830  0.00
H3 -2.520 1.119 -1.089  0.14
H4 2.776 -0.988 0.430  0.10
H5 2.148 -2.051 -0.792  0.06
H6 1.693 -2.172 0.967  0.06
H7 -1.759 -0.761 0.244  0.06
H8 -1.347 0.277 1.500  0.12

Values from the calculation:
- Total charge: +1
- HOMO energy: -17.5 eV
- Maximum force: 0.11206 Eh/bohr
- HOMO-LUMO gap: 0.43323 Ha
- E_tot: -17956.17895 eV

---

(4)
ORCA calculation (ωB97M-V/def2-TZVPD) on a structure of composition C32H36BrN2PdTe.

Last column: Löwdin charge in e.
Geometry (Å):
Pd1 -0.463 0.140 -0.480  0.55
C1 3.167 2.705 -1.546  -0.05
C2 3.442 1.346 -2.132  -0.20
C3 4.202 1.185 -3.285  -0.06
C4 4.412 -0.071 -3.835  -0.10
C5 3.860 -1.186 -3.224  -0.06
C6 3.101 -1.071 -2.064  -0.21
C7 2.496 -2.278 -1.398  -0.02
C8 2.910 0.203 -1.531  -0.20
N1 2.067 0.382 -0.408  0.13
C9 2.471 0.229 0.774  -0.26
C10 3.861 -0.195 1.180  -0.02
C11 1.465 0.493 1.878  -0.23
C12 2.013 0.675 3.274  0.00
N2 0.224 0.516 1.603  0.06
C13 -0.706 0.760 2.669  -0.20
C14 -1.313 -0.341 3.271  -0.21
C15 -0.954 -1.730 2.826  -0.04
C16 -2.233 -0.112 4.288  -0.07
C17 -2.538 1.179 4.694  -0.10
C18 -1.912 2.255 4.083  -0.06
C19 -0.983 2.068 3.064  -0.22
C20 -0.253 3.237 2.458  -0.06
H1 3.523 3.489 -2.215  0.07
H2 3.668 2.833 -0.580  0.08
H3 2.095 2.842 -1.376  0.00
H4 4.614 2.066 -3.765  0.10
H5 4.990 -0.178 -4.744  0.09
H6 4.003 -2.170 -3.655  0.10
H7 2.713 -3.179 -1.972  0.08
H8 1.414 -2.176 -1.299  0.06
H9 2.890 -2.418 -0.387  0.07
H10 4.413 -0.545 0.311  0.08
H11 3.827 -0.991 1.928  0.09
H12 4.413 0.640 1.617  0.08
H13 3.021 1.082 3.261  0.07
H14 2.052 -0.295 3.779  0.10
H15 1.375 1.325 3.867  0.08
H16 -1.756 -2.430 3.060  0.08
H17 -0.046 -2.086 3.326  0.09
H18 -0.769 -1.749 1.754  0.02
H19 -2.719 -0.962 4.753  0.11
H20 -3.264 1.346 5.480  0.10
H21 -2.144 3.269 4.393  0.11
H22 -0.874 4.133 2.499  0.08
H23 0.001 3.061 1.414  -0.02
H24 0.669 3.449 3.014  0.08
Br1 -0.721 2.628 -1.141  -0.06
C21 -0.885 -0.380 -2.347  -0.29
C22 -0.976 0.069 -3.636  -0.13
C23 -1.423 -0.857 -4.627  -0.11
C24 -1.783 -2.156 -4.342  -0.07
C25 -1.702 -2.630 -3.004  -0.19
C26 -2.032 -3.913 -2.482  -0.07
C27 -1.874 -4.144 -1.138  -0.11
C28 -1.383 -3.156 -0.225  -0.14
C29 -1.034 -1.906 -0.680  -0.21
C30 -1.234 -1.706 -2.069  -0.32
H25 -0.734 1.088 -3.913  0.06
H26 -1.494 -0.514 -5.655  0.08
H27 -2.131 -2.812 -5.134  0.09
H28 -2.409 -4.695 -3.134  0.09
H29 -2.136 -5.122 -0.745  0.08
H30 -1.287 -3.452 0.816  0.06
C31 -4.602 2.093 -1.100  -0.50
Te1 -4.002 0.244 -0.249  1.13
C32 -4.586 0.787 1.727  -0.49
H31 -5.684 2.156 -1.197  -0.02
H32 -4.121 2.149 -2.075  -0.02
H33 -4.209 2.896 -0.479  -0.01
H34 -4.009 1.655 2.045  -0.01
H35 -4.339 -0.056 2.375  -0.02
H36 -5.655 0.990 1.789  -0.01

Values from the calculation:
- Total charge: -1
- HOMO energy: -3.6 eV
- Maximum force: 0.01217 Eh/bohr
- HOMO-LUMO gap: 0.22226 Ha
- E_tot: -117565.50681 eV